DFT (ωB97M-V/def2-TZVPD) results for a gas-phase ion, C6H13N2S (charge +1) in a non-equilibrium geometry.

Last column: Löwdin charge in e.
Positions of all 22 atoms, in Å:
C 0.63342 -1.31056 0.58255  -0.25
C 0.83094 -2.49037 -0.01680  -0.37
C 0.23625 -1.09234 -2.14029  -0.41
C 0.17217 1.92659 -0.03946  -0.04
C -0.13638 0.98237 2.43518  -0.05
C -0.50592 0.85108 1.00011  -0.38
N -0.59549 -0.45288 -2.87710  0.13
N -0.41685 -0.48224 0.36837  -0.06
S -0.03115 -2.73922 -1.56032  1.01
H 1.27334 -0.97462 1.37199  0.12
H 1.51556 -3.21628 0.33064  0.06
H 1.12491 -0.62055 -1.82348  0.10
H -0.26096 1.90405 -1.02765  0.03
H -0.15133 2.96005 0.37190  0.11
H 1.23417 1.95916 -0.10624  0.05
H 0.45893 0.09973 2.75384  0.08
H -1.02601 1.04558 3.02666  0.08
H 0.63572 1.80632 2.46696  0.11
H -1.62775 1.02716 0.90833  0.15
H -0.46092 0.56580 -3.20536  0.19
H -1.59670 -0.70294 -3.07405  0.17
H -1.30596 -1.04589 0.25420  0.17

Results
**Orbital gap**: 7.655 eV
**E_LUMO**: -0.165 hartree
**Relative energy (zero: lowest compared OMol25 entry of this formula, charge and spin)**: 261.8 kJ/mol
**Total charge**: +1
**Strongest force on any atom**: 4.2 eV/Å

DFT (ωB97M-V/def2-TZVPD) results for a molecular structure, C6H13N3 in a non-equilibrium geometry.

Last column: Löwdin charge in e.
Positions of all 22 atoms, in Å:
C -0.75286 -0.54658 -0.24336  -0.31
C 1.45859 0.30250 1.08072  -0.24
C -1.51162 -0.53383 -1.54836  -0.11
C -1.62225 -0.48819 0.99302  -0.10
C 0.86377 0.51606 -0.36003  -0.47
N 1.84592 -1.02686 1.43757  0.02
C 0.35392 2.06314 -0.41332  -0.19
N -0.85267 2.02553 -0.29405  0.20
N 1.45132 0.05543 -1.42780  0.14
H -0.10709 -1.42660 -0.21517  0.10
H 1.91385 0.78175 -1.97525  0.06
H 1.05937 -1.62899 1.64014  0.07
H 2.41801 -1.45952 0.72288  0.08
H 1.07179 2.87182 -0.58405  0.11
H 0.75667 0.69775 1.81067  0.10
H 2.34840 0.94046 1.08589  0.11
H -2.31671 0.34822 0.95340  0.07
H -2.07866 -1.46791 -1.63750  0.08
H -2.21630 0.29402 -1.60396  0.06
H -0.82776 -0.48871 -2.39563  0.07
H -2.20600 -1.41475 1.05573  0.08
H -1.04970 -0.41473 1.91843  0.06

Results
**Orbital gap (alpha / beta)**: 8.238 / 7.545 eV
**E_LUMO (alpha / beta)**: -0.006 / -0.035 hartree
**Relative energy (zero: lowest compared OMol25 entry of this formula, charge and spin)**: 500.7 kJ/mol
**Strongest force on any atom**: 3.4 eV/Å

DFT (ωB97M-V/def2-TZVPD) results for a molecular structure, C6H13N3 in a non-equilibrium geometry.

Last column: Löwdin charge in e.
Positions of all 22 atoms, in Å:
C -0.50755 -1.83912 1.05638  -0.03
C 1.49657 1.03629 -0.55461  -0.05
C -0.04516 1.17971 1.42258  -0.05
C -0.97984 0.52778 -0.86523  -0.41
C -0.02696 -1.10329 -0.18689  -0.54
C 0.19015 0.55515 0.05741  -0.39
N -1.81222 1.53151 -1.22609  0.16
N 1.05587 -1.76192 -0.84283  0.08
N -1.09478 -0.74021 -1.11630  0.15
H -1.45220 2.47079 -1.22098  0.10
H -2.51738 1.31130 -1.91083  0.10
H 0.75471 -2.27595 -1.66001  0.08
H 1.63532 -2.30563 -0.21655  0.08
H 0.27692 -1.86763 1.81187  0.08
H -1.38681 -1.35571 1.47141  0.07
H -0.77172 -2.86165 0.78359  0.08
H 2.33460 0.77438 0.09068  0.08
H 1.48628 2.12140 -0.67374  0.08
H 1.65891 0.56564 -1.52082  0.07
H 0.02315 2.26778 1.36063  0.08
H 0.71192 0.84058 2.12883  0.08
H -1.02978 0.92881 1.81150  0.08

Results
**Orbital gap**: 9.372 eV
**E_LUMO**: 0.033 hartree
**Relative energy (zero: lowest compared OMol25 entry of this formula, charge and spin)**: 56.5 kJ/mol
**Strongest force on any atom**: 1.8 eV/Å

DFT (ωB97M-V/def2-TZVPD) results for 2 unconnected molecules or ions with the total composition C6H13N3O in a non-equilibrium geometry.

Last column: Löwdin charge in e.
Positions of all 23 atoms, in Å:
C 0.89970 -1.25073 -1.34250  -0.10
N 0.36710 0.00102 -0.84291  0.00
C 0.16607 0.22321 0.40316  -0.37
O -0.31443 1.39273 0.79923  0.07
C 0.38717 -0.76037 1.54975  -0.38
C -0.92521 -1.51121 1.80346  -0.04
N 0.84875 -0.14295 2.78412  0.05
H 0.32640 -2.11682 -1.00990  0.08
H 1.93903 -1.39544 -1.03530  0.09
H 0.85493 -1.20882 -2.43308  0.08
H -0.43441 1.97370 -0.01920  0.07
H 1.15045 -1.47914 1.24184  0.13
H -1.71632 -0.81065 2.07522  0.09
H -1.24116 -2.06192 0.91526  0.08
H -0.78206 -2.21134 2.62546  0.08
H 0.18545 0.55967 3.09351  0.08
H 1.73759 0.32568 2.64407  0.08
C -0.20019 2.57531 -1.79773  -0.07
C -0.52668 1.33893 -2.20860  -0.32
N -1.16802 0.64344 -3.00477  0.13
H 0.82816 2.81532 -1.56686  0.06
H -0.90662 3.37936 -1.95150  0.06
H -1.47569 -0.27898 -2.72274  0.06

Results
**Orbital gap**: 8.861 eV
**E_LUMO**: 0.027 hartree
**Relative energy (zero: lowest compared OMol25 entry of this formula, charge and spin)**: 313.7 kJ/mol
**Structure (SMILES)**: C/N=C(/O)[C@H](C)N.C=C=N
**Strongest force on any atom**: 1.6 eV/Å

DFT (ωB97M-V/def2-TZVPD) results for C6H13N3O2 in the gas phase in a non-equilibrium geometry.

Last column: Löwdin charge in e.
Positions of all 24 atoms, in Å:
C -1.07010 1.27024 -0.41303  -0.20
C -1.17521 0.44695 0.87487  -0.20
C 0.35554 1.63817 -0.84472  -0.17
C -0.88152 -1.05203 0.73168  -0.12
C 1.08054 0.49459 -1.45858  -0.11
C 0.56858 -1.43052 0.51611  -0.50
N 0.97913 -2.26851 -0.36563  0.10
N 1.45099 -0.93520 1.40528  0.17
N 2.28602 0.19234 -1.11409  -0.38
O 2.99455 0.76872 -0.28431  0.06
O 2.80328 -0.96624 -1.68106  -0.01
H -1.56890 0.74032 -1.22823  0.11
H -1.61440 2.20290 -0.25007  0.11
H -0.53376 0.89507 1.63714  0.10
H -2.20257 0.53487 1.23615  0.11
H 0.28918 2.45535 -1.57003  0.11
H 0.93853 1.99745 0.00686  0.11
H -1.21014 -1.55661 1.64648  0.12
H -1.47397 -1.45296 -0.09492  0.12
H 0.61090 -0.11075 -2.21592  0.13
H 0.24645 -2.67381 -0.93600  0.07
H 2.28806 -1.72941 -1.24828  0.05
H 2.43558 -1.02502 1.20423  0.11
H 1.18458 -0.16299 1.99159  0.10

Results
**Orbital gap (alpha / beta)**: 6.198 / 8.430 eV
**E_LUMO (alpha / beta)**: 0.030 / -0.044 hartree
**Relative energy (zero: lowest compared OMol25 entry of this formula, charge and spin)**: 0.0 kJ/mol
**⟨S²⟩**: 2.01
**Multiplicity**: 3
**Strongest force on any atom**: 8.3 eV/Å

DFT (ωB97M-V/def2-TZVPD) results for a molecular structure, C6H13N4 in a non-equilibrium geometry.

Last column: Löwdin charge in e.
Positions of all 23 atoms, in Å:
C 0.89518 -2.02918 -0.45560  -0.05
C -0.94714 -2.00678 0.84200  -0.19
C 0.19853 -0.71594 -0.91087  -0.17
C -0.97192 -0.62848 0.10211  -0.04
C -0.06631 0.55092 1.40333  -0.28
C 0.57552 1.48940 -1.86578  0.03
N 0.21864 -2.66053 0.41030  0.08
N 0.89938 1.09278 0.54370  0.04
N -0.80873 1.59450 2.01075  0.06
N 1.00652 0.58022 -0.80609  -0.10
H 1.64356 -2.50574 -1.03838  0.11
H -0.86654 -1.67140 1.84755  0.09
H -1.79588 -2.61593 0.58340  0.13
H -0.16203 -0.77127 -1.92174  0.14
H -1.88765 -0.42421 -0.30399  0.09
H 0.36602 -0.24066 2.05476  0.14
H -0.43269 1.58073 -1.71446  0.09
H 1.05154 2.43649 -1.74893  0.10
H 0.91628 1.23220 -2.87100  0.13
H 1.04081 2.15759 0.51599  0.19
H -1.42450 2.09385 1.38132  0.09
H -1.38413 1.25512 2.86586  0.15
H 1.93554 0.20631 -0.92423  0.18

Results
**Orbital gap**: 9.761 eV
**E_LUMO**: -0.110 hartree
**Relative energy (zero: lowest compared OMol25 entry of this formula, charge and spin)**: 371.3 kJ/mol
**Total charge**: +1
**Strongest force on any atom**: 5.2 eV/Å

DFT (ωB97M-V/def2-TZVPD) results for C6H13N5S in the gas phase in a non-equilibrium geometry.

Last column: Löwdin charge in e.
Positions of all 25 atoms, in Å:
C 1.04858 0.06775 1.17492  -0.02
N -0.11347 -0.00001 0.23465  -0.39
C -1.17610 0.87622 0.94487  -0.01
C -0.54236 -1.40951 0.17201  -0.07
C 0.04683 0.76994 -1.03340  -0.14
C 0.89453 -0.10707 -1.98057  -0.09
N 0.32049 0.07875 -3.31595  -0.14
N 0.93997 0.72380 -4.36037  0.00
N 0.07515 0.73643 -5.31042  -0.10
N -1.05743 0.19611 -4.96647  -0.04
C -1.00695 -0.22339 -3.71021  -0.85
S -2.19367 -0.68364 -2.62146  0.56
H 1.85996 -0.15148 0.43980  0.11
H 1.12500 1.12783 1.58283  0.13
H 1.16607 -0.78328 1.89467  0.12
H -2.27528 0.48731 0.71996  0.16
H -0.99411 0.86349 2.10613  0.14
H -1.16050 1.84763 0.66579  0.04
H -1.17264 -1.50178 -0.87484  0.03
H 0.38800 -2.13567 0.18269  0.15
H -1.20725 -1.52159 0.90170  0.04
H -1.03403 0.91346 -1.28348  0.06
H 0.29116 1.76080 -0.65877  0.13
H 1.85834 0.22803 -2.02764  0.10
H 0.78312 -1.08690 -1.79167  0.07

Results
**Orbital gap**: 6.994 eV
**E_LUMO**: -0.007 hartree
**Relative energy (zero: lowest compared OMol25 entry of this formula, charge and spin)**: 0.0 kJ/mol
**Structure (SMILES)**: C[N+](C)(C)CCn1nnnc1[S-]
**Strongest force on any atom**: 6.3 eV/Å

DFT (ωB97M-V/def2-TZVPD) results for C6H13NO in the gas phase.

Last column: Löwdin charge in e.
Positions of all 21 atoms, in Å:
C 0.08570 2.48960 -0.36672  -0.09
C -1.13715 1.59827 -0.13656  -0.16
C -0.86018 0.45979 0.82588  -0.44
O -1.01491 0.59418 2.00890  0.13
N -0.39317 -0.78582 0.28691  -0.15
C -1.23905 -1.33812 -0.74438  -0.09
C 1.04562 -0.86255 -0.01793  -0.22
C 1.77469 -1.87527 0.88287  -0.07
H 0.90639 1.96520 -0.85702  0.06
H 0.47288 2.91590 0.55685  0.08
H -0.18000 3.29129 -1.04971  0.07
H -1.88932 2.22114 0.34367  0.11
H -1.58655 1.25699 -1.06553  0.10
H -2.29451 -1.28222 -0.47968  0.09
H -0.99627 -2.39324 -0.86824  0.09
H -1.15685 -0.83052 -1.71658  0.08
H 1.16050 -1.15944 -1.05933  0.11
H 1.49672 0.11776 0.12451  0.10
H 1.93385 -2.82326 0.36906  0.06
H 1.13939 -2.06528 1.74156  0.07
H 2.73223 -1.49439 1.22144  0.06

Results
**Orbital gap**: 9.726 eV
**E_LUMO**: 0.035 hartree
**Relative energy (zero: lowest compared OMol25 entry of this formula, charge and spin)**: 135.6 kJ/mol
**Structure (SMILES)**: CCC(=O)N(C)CC
**Strongest force on any atom**: 0.8 eV/Å

DFT (ωB97M-V/def2-TZVPD) results for 2 unconnected molecules or ions with the total composition C6H13NO in a non-equilibrium geometry.

Last column: Löwdin charge in e.
Positions of all 21 atoms, in Å:
C 2.93014 -1.03104 -0.82111  -0.04
N 1.87949 -0.79689 -1.58945  -0.06
C 0.96549 0.26016 -1.44463  -0.20
C 0.73649 0.73867 -0.25659  -0.18
C -0.31485 1.64931 0.18566  -0.23
C -1.13364 1.21655 1.46320  -0.23
C -2.13605 0.09256 1.18025  -0.11
H 3.28738 -0.82199 0.19035  0.06
H 3.34778 -1.99141 -1.41511  0.10
H 0.49584 0.73828 -2.35887  0.14
H 1.43751 0.66887 0.65453  0.14
H -0.98308 1.81711 -0.76875  0.14
H 0.14751 2.73449 0.42367  0.15
H -1.85355 1.97804 1.75418  0.10
H -0.48543 1.22039 2.21017  0.04
H -2.41537 -0.46845 2.09907  0.08
H -3.00984 0.32701 0.55312  0.08
H -1.78538 -0.72192 0.56517  0.03
O -0.65438 -2.32179 -0.98422  -0.02
H -0.59776 -3.27475 -0.95818  0.04
H 0.14171 -2.01320 -0.68250  -0.05

Results
**Orbital gap**: 9.333 eV
**E_LUMO**: 0.011 hartree
**Relative energy (zero: lowest compared OMol25 entry of this formula, charge and spin)**: 452.2 kJ/mol
**Structure (SMILES)**: C=N/C=C/CCC.O
**Strongest force on any atom**: 6.3 eV/Å

DFT (ωB97M-V/def2-TZVPD) results for C6H13NO in the gas phase in a non-equilibrium geometry.

Last column: Löwdin charge in e.
Positions of all 21 atoms, in Å:
C -0.80711 2.67584 -0.09162  -0.11
C -0.54443 1.24612 -0.44766  -0.12
C 0.31334 0.41468 0.20600  -0.36
N 0.91528 0.82904 1.40208  0.10
C 0.24433 -1.01650 -0.15287  -0.38
C 0.07232 -1.38706 -1.60939  -0.04
C -0.53647 -1.90024 0.78872  -0.01
O 1.93490 -1.06802 0.06247  -0.15
H -1.08150 3.24164 -0.98161  0.07
H -1.64247 2.76705 0.61093  0.07
H 0.06673 3.14074 0.36443  0.07
H -1.18948 0.85123 -1.21608  0.09
H 0.39081 1.47881 1.96747  0.09
H 1.29046 0.06871 1.95025  0.09
H 0.44228 -2.40332 -1.75213  0.09
H -0.97701 -1.37149 -1.90181  0.09
H 0.63969 -0.71795 -2.25125  0.09
H -0.05014 -2.87605 0.84018  0.09
H -1.55806 -2.02636 0.43610  0.10
H -0.56982 -1.52157 1.80819  0.08
H 2.64636 -0.42531 -0.03242  0.06

Results
**Orbital gap**: 8.724 eV
**E_LUMO**: 0.031 hartree
**Relative energy (zero: lowest compared OMol25 entry of this formula, charge and spin)**: 271.1 kJ/mol
**Structure (SMILES)**: C/C=C(\N)C(C)(C)O
**Strongest force on any atom**: 4.7 eV/Å

DFT (ωB97M-V/def2-TZVPD) results for C6H13NO in the gas phase in a non-equilibrium geometry.

Last column: Löwdin charge in e.
Positions of all 21 atoms, in Å:
C -1.92008 -1.04236 -1.13680  0.01
C -1.00300 -0.09573 -1.06219  -0.09
C 0.45525 -0.22445 -0.45999  -0.59
C 0.80011 -1.67261 -0.10499  -0.02
O 1.31641 0.22401 -1.48767  -0.02
N 0.68011 0.63713 0.68281  -0.20
C 0.73801 2.05664 0.38153  -0.09
C -0.17736 0.37769 1.82178  -0.09
H -2.91963 -0.83486 -1.48726  0.05
H -1.73833 -2.06257 -0.82642  0.05
H -1.24573 0.91432 -1.37790  0.10
H 1.80593 -1.69538 0.30812  0.09
H 0.76874 -2.28610 -1.00360  0.09
H 0.10680 -2.08858 0.61792  0.07
H 1.18804 -0.42445 -2.20699  0.11
H -0.25638 2.50791 0.25589  0.08
H 1.24582 2.55507 1.20779  0.09
H 1.31822 2.20079 -0.52513  0.08
H -1.23943 0.56850 1.60985  0.09
H -0.06112 -0.64735 2.16061  0.08
H 0.13764 1.03239 2.63263  0.09

Results
**Orbital gap**: 9.384 eV
**E_LUMO**: 0.035 hartree
**Relative energy (zero: lowest compared OMol25 entry of this formula, charge and spin)**: 185.5 kJ/mol
**Structure (SMILES)**: C=C[C@@](C)(O)N(C)C
**Strongest force on any atom**: 1.6 eV/Å

DFT (ωB97M-V/def2-TZVPD) results for 2 unconnected molecules or ions with the total composition C6H13NO in a non-equilibrium geometry.

Last column: Löwdin charge in e.
Positions of all 21 atoms, in Å:
C -2.19339 -0.80301 -2.17769  -0.05
N -1.84000 0.39781 -2.00062  -0.02
C -0.56989 0.67064 -1.39271  -0.19
C 0.35639 -0.16999 -0.94469  -0.12
C 1.68400 0.22868 -0.40703  -0.21
C 2.01839 -0.48523 0.91648  -0.26
C 1.13008 -0.04187 2.07830  -0.11
H -1.50193 -1.63071 -1.98400  0.07
H -3.17093 -1.04695 -2.57725  0.07
H -0.50708 1.73756 -1.16427  0.11
H 0.12596 -1.22757 -0.83451  0.11
H 1.69845 1.31269 -0.24544  0.12
H 2.48932 -0.03864 -1.09509  0.11
H 3.07418 -0.33259 1.13086  0.10
H 1.77094 -1.53102 0.75970  0.10
H 1.32763 -0.68654 2.94117  0.07
H 1.22784 1.01293 2.32985  0.08
H 0.07370 -0.14873 1.82793  0.05
O -2.15345 1.01332 1.25911  -0.06
H -3.10702 1.13663 1.18902  0.04
H -1.93319 0.63258 0.39087  -0.01

Results
**Orbital gap**: 9.655 eV
**E_LUMO**: 0.011 hartree
**Relative energy (zero: lowest compared OMol25 entry of this formula, charge and spin)**: 225.4 kJ/mol
**Structure (SMILES)**: C=N/C=C/CCC.O
**Strongest force on any atom**: 1.1 eV/Å